(1)
141
Properties=species:S:1:pos:R:3:mulliken_charge:R:1 method="wB97M-V/def2-TZVPD" e_lumo_ev=-0.8 total_charge=-1 gap_ev=2.16
O -3.86 -5.49 -0.71 -0.714
V -3.30 -4.06 -1.16 1.432
O -4.31 -2.89 -0.65 -0.734
C 0.36 -0.13 0.29 -1.708
C 1.25 -0.62 1.39 1.570
C 0.93 0.27 2.67 -1.372
C 1.38 -0.15 4.03 -0.595
C 0.69 -1.55 4.24 -1.459
C 1.11 -2.67 3.17 1.405
N 0.88 -2.05 1.83 0.490
O 1.05 -3.02 0.87 -0.736
C 0.20 -3.90 3.53 -1.674
C 2.59 -3.02 3.54 -1.735
C 2.73 -0.39 1.08 -1.545
H 0.27 -0.81 -0.56 0.359
H 0.87 0.80 0.04 0.403
H -0.65 0.19 0.53 0.357
H -0.14 0.49 2.76 0.337
H 1.24 1.29 2.46 0.573
H 0.95 0.59 4.72 0.372
H 2.41 -0.09 4.36 0.299
H -0.39 -1.48 4.33 0.492
H 0.91 -1.99 5.22 0.458
H -0.84 -3.57 3.55 0.399
H 0.36 -4.35 4.51 0.358
H 0.58 -4.62 2.82 0.431
H 2.70 -3.78 4.30 0.408
H 3.36 -2.27 3.76 0.298
H 2.98 -3.56 2.68 0.444
H 3.20 -0.83 0.20 0.362
H 3.35 -0.87 1.84 0.331
H 3.00 0.65 1.28 0.370
C -5.10 -3.69 -8.97 -1.851
C -5.54 -4.76 -7.90 1.551
C -6.24 -5.92 -8.66 -1.086
C -5.41 -7.08 -9.09 -0.773
C -4.31 -7.50 -8.06 -1.350
C -3.52 -6.37 -7.42 1.536
N -4.44 -5.25 -7.03 0.245
O -3.70 -4.10 -6.40 -0.790
C -2.43 -5.88 -8.46 -1.555
C -2.87 -7.07 -6.15 -1.722
C -6.61 -4.12 -6.97 -1.831
H -4.79 -4.20 -9.88 0.404
H -4.33 -3.04 -8.55 0.342
H -5.92 -2.99 -9.12 0.445
H -6.83 -5.66 -9.54 0.377
H -6.89 -6.41 -7.93 0.377
H -4.82 -6.74 -9.94 0.330
H -5.88 -8.00 -9.44 0.390
H -3.66 -8.28 -8.47 0.461
H -4.85 -8.04 -7.28 0.448
H -1.76 -6.66 -8.82 0.366
H -1.87 -5.00 -8.14 0.361
H -2.97 -5.47 -9.32 0.302
H -3.65 -7.42 -5.47 0.435
H -2.16 -6.43 -5.63 0.339
H -2.37 -8.01 -6.37 0.337
H -7.05 -4.64 -6.12 0.394
H -7.45 -3.57 -7.39 0.409
H -6.24 -3.24 -6.43 0.433
C 9.20 -5.20 0.28 -0.263
C 9.48 -5.44 1.73 -0.324
O 10.49 -4.42 1.94 -0.325
C 11.19 -4.21 0.82 0.694
O 12.26 -3.59 0.64 -0.554
O 10.32 -4.49 -0.21 -0.299
H 8.28 -4.62 0.27 0.265
H 9.06 -6.16 -0.23 0.279
H 9.93 -6.35 2.11 0.244
H 8.51 -5.40 2.22 0.283
C 8.97 8.81 2.52 -0.271
C 8.31 9.87 3.38 -0.232
O 7.05 9.30 3.59 -0.325
C 6.84 8.18 2.82 0.665
O 5.87 7.41 2.80 -0.538
O 7.96 7.97 2.04 -0.310
H 9.83 8.38 3.04 0.274
H 9.33 9.28 1.61 0.247
H 8.08 10.79 2.84 0.235
H 8.84 10.06 4.31 0.255
C -2.32 7.80 4.22 -0.224
C -3.26 8.86 3.77 -0.284
O -4.46 8.69 4.46 -0.321
C -4.22 7.76 5.38 0.699
O -5.02 7.31 6.15 -0.559
O -3.04 7.30 5.32 -0.318
H -1.34 8.10 4.58 0.250
H -2.28 7.04 3.44 0.237
H -3.47 8.76 2.70 0.263
H -2.90 9.85 4.04 0.256
C -8.01 4.26 -1.89 -0.301
C -8.70 4.62 -3.27 -0.222
O -10.05 4.64 -2.96 -0.305
C -10.11 5.10 -1.62 0.642
O -11.12 5.50 -1.08 -0.524
O -8.97 4.79 -0.94 -0.305
H -7.05 4.68 -1.58 0.256
H -7.89 3.19 -1.75 0.247
H -8.58 3.76 -3.93 0.248
H -8.53 5.61 -3.71 0.263
C -1.02 3.76 -7.70 -0.880
S -1.27 5.40 -8.60 0.491
O -0.68 6.31 -7.58 -0.605
C -3.02 5.28 -8.12 -0.993
H -1.55 3.82 -6.75 0.277
H 0.04 3.58 -7.49 0.325
H -1.44 2.96 -8.30 0.349
H -3.52 4.63 -8.83 0.363
H -3.58 6.21 -8.21 0.352
H -3.27 5.13 -7.07 0.321
C 6.80 -2.92 -5.85 -0.888
S 6.45 -4.57 -6.57 0.503
O 7.72 -5.27 -6.30 -0.609
C 5.28 -5.07 -5.28 -0.904
H 6.82 -2.93 -4.76 0.264
H 6.16 -2.08 -6.12 0.344
H 7.80 -2.68 -6.19 0.322
H 5.81 -5.04 -4.33 0.297
H 5.14 -6.12 -5.54 0.312
H 4.27 -4.66 -5.34 0.359
C -3.53 -2.46 13.93 -0.853
S -3.83 -3.18 12.29 0.489
O -3.47 -2.24 11.15 -0.591
C -2.36 -4.25 12.48 -0.973
H -4.46 -1.89 13.98 0.279
H -2.64 -1.83 13.93 0.313
H -3.38 -3.22 14.70 0.338
H -1.42 -3.70 12.47 0.337
H -2.17 -4.90 11.62 0.326
H -2.34 -4.81 13.41 0.335
C 3.89 9.20 10.53 -0.843
S 4.55 7.65 9.77 0.466
O 5.27 6.87 10.94 -0.614
C 3.03 6.72 9.44 -0.891
H 3.61 8.85 11.52 0.295
H 2.97 9.61 10.12 0.336
H 4.70 9.93 10.56 0.282
H 2.57 6.53 10.41 0.310
H 3.22 5.81 8.87 0.303
H 2.19 7.20 8.93 0.356

---

(2)
48
Properties=species:S:1:pos:R:3:nbo_charge:R:1 method="wB97M-V/def2-TZVPD" smiles="COc1ccc(-c2ccc(CCC(=O)O)n2NC(=O)c2ccc(O)cc2)cc1" e_lumo_ev=0.6 de_lowest_kcal_mol=49.3 gap_ev=7.95
C 5.77 0.61 1.63 -0.252
O 5.53 -0.20 0.50 -0.493
C 4.26 -0.66 0.29 0.295
C 3.16 -0.37 1.09 -0.260
C 1.92 -0.89 0.77 -0.194
C 1.73 -1.69 -0.35 -0.099
C 0.43 -2.25 -0.70 0.123
C 0.13 -3.47 -1.26 -0.283
C -1.26 -3.53 -1.42 -0.278
C -1.79 -2.35 -0.97 0.134
C -3.22 -1.90 -0.92 -0.427
C -3.47 -0.58 -1.69 -0.509
C -2.53 -0.49 -2.86 0.815
O -1.52 0.18 -2.88 -0.627
O -2.91 -1.25 -3.88 -0.679
N -0.75 -1.58 -0.52 -0.177
N -0.84 -0.26 -0.13 -0.458
C -1.44 0.11 1.04 0.663
O -1.91 -0.68 1.82 -0.605
C -1.45 1.59 1.25 -0.222
C -2.46 2.12 2.04 -0.127
C -2.52 3.47 2.30 -0.300
C -1.54 4.32 1.78 0.326
O -1.55 5.66 2.00 -0.656
C -0.51 3.79 1.01 -0.291
C -0.47 2.43 0.74 -0.105
C 2.85 -1.98 -1.14 -0.159
C 4.09 -1.47 -0.83 -0.257
H 5.54 0.08 2.56 0.176
H 5.19 1.54 1.58 0.174
H 6.83 0.84 1.60 0.200
H 3.26 0.25 1.97 0.211
H 1.09 -0.68 1.43 0.217
H 0.83 -4.24 -1.50 0.222
H -1.82 -4.36 -1.81 0.220
H -3.53 -1.77 0.11 0.245
H -3.82 -2.70 -1.37 0.230
H -4.50 -0.56 -2.05 0.236
H -3.30 0.28 -1.04 0.229
H -2.25 -1.22 -4.60 0.501
H -0.66 0.41 -0.87 0.429
H -3.21 1.45 2.45 0.235
H -3.32 3.88 2.90 0.211
H -2.31 5.90 2.56 0.482
H 0.24 4.46 0.63 0.228
H 0.36 2.04 0.17 0.214
H 2.72 -2.60 -2.01 0.217
H 4.95 -1.69 -1.44 0.224

---

(3)
15
Properties=species:S:1:pos:R:3:mulliken_spin:R:1 method="wB97M-V/def2-TZVPD" multiplicity=2 e_lumo_ev="-8.9 / -7.5" s_squared=1.03 total_charge=+1 de_lowest_kcal_mol=0.0 gap_ev="2.87 / 4.48"
O -3.14 0.58 4.65 -0.344
V -1.67 1.13 4.57 1.665
Br -0.69 -1.06 3.50 -0.286
C 2.00 0.09 -0.70 0.005
O 2.46 0.18 0.47 -0.014
N 0.67 0.05 -1.00 -0.020
C 0.15 -0.02 -2.36 0.000
C -0.38 -0.30 -0.04 -0.002
H 2.60 0.19 -1.62 0.000
H -0.28 -0.97 -2.66 -0.001
H 0.97 0.16 -3.07 0.000
H -0.57 0.79 -2.47 -0.001
H -1.12 -1.04 -0.32 -0.003
H 0.01 -0.38 0.98 0.006
H -1.00 0.59 0.08 -0.005

---

(4)
121
Properties=species:S:1:pos:R:3:mulliken_spin:R:1 method="wB97M-V/def2-TZVPD" multiplicity=2 e_lumo_ev="1.9 / 1.5" s_squared=0.76 total_charge=-1 de_lowest_kcal_mol=5.3 gap_ev="6.37 / 5.90"
Ir -0.62 -0.81 0.64 0.481
S -0.66 -0.67 3.03 -0.006
P -0.32 1.23 2.56 -0.047
C -0.74 1.12 0.88 0.333
P -1.21 2.34 -0.31 0.018
S -2.77 2.03 -1.45 0.009
C -1.43 3.88 0.67 0.019
C -0.40 4.78 0.89 -0.005
C -0.63 5.98 1.56 0.003
C -1.91 6.27 2.03 -0.001
C -2.94 5.36 1.83 0.002
C -2.71 4.18 1.14 -0.011
C 0.23 2.76 -1.36 -0.024
C 1.35 1.94 -1.46 0.026
C 2.37 2.27 -2.34 0.002
C 2.28 3.40 -3.13 0.000
C 1.16 4.22 -3.04 0.001
C 0.14 3.89 -2.17 -0.001
C -1.23 2.36 3.68 0.027
C -2.45 1.94 4.19 0.004
C -3.13 2.70 5.12 0.000
C -2.59 3.90 5.56 0.001
C -1.37 4.33 5.06 0.000
C -0.69 3.56 4.13 -0.001
C 1.41 1.73 2.85 0.029
C 2.12 2.47 1.92 0.032
C 3.42 2.87 2.18 -0.001
C 4.01 2.53 3.39 0.000
C 3.31 1.79 4.32 0.000
C 2.01 1.39 4.06 0.004
H 0.60 4.57 0.54 -0.001
H 0.18 6.68 1.72 0.000
H -2.09 7.19 2.56 0.000
H -3.93 5.58 2.21 0.000
H -3.52 3.49 0.95 -0.004
H 1.42 1.05 -0.85 0.005
H 3.24 1.62 -2.41 0.000
H 3.08 3.65 -3.82 0.000
H 1.07 5.10 -3.67 0.000
H -0.75 4.51 -2.12 0.000
H -2.86 0.98 3.88 0.000
H -4.08 2.36 5.51 0.000
H -3.11 4.50 6.30 0.000
H -0.93 5.26 5.40 0.000
H 0.26 3.91 3.75 0.000
H 1.66 2.71 0.97 -0.012
H 3.97 3.44 1.44 0.000
H 5.03 2.83 3.59 0.000
H 3.78 1.51 5.26 0.000
H 1.46 0.80 4.78 0.001
C -5.07 -2.19 0.29 0.006
Si -3.79 -1.54 1.52 0.005
C -4.22 -2.12 3.28 0.000
C -3.96 0.33 1.46 -0.020
N -2.19 -2.09 1.01 0.018
C -2.02 -3.42 0.69 0.012
C -2.85 -4.43 1.21 0.000
C -2.72 -5.77 0.88 -0.006
C -1.74 -6.19 -0.01 0.008
C -0.88 -5.24 -0.54 -0.006
C -1.03 -3.91 -0.19 0.006
F -0.16 -3.04 -0.76 0.001
H -6.07 -1.89 0.60 0.000
H -5.06 -3.28 0.18 0.000
H -4.86 -1.75 -0.69 -0.001
H -4.73 -1.33 3.82 0.000
H -3.32 -2.37 3.84 0.000
H -4.87 -3.00 3.28 0.000
H -4.79 0.62 2.11 0.001
H -4.18 0.65 0.45 -0.001
H -3.07 0.86 1.78 0.024
H -3.62 -4.17 1.92 0.001
H -3.39 -6.49 1.32 0.000
H -1.63 -7.23 -0.28 0.001
H -0.10 -5.49 -1.24 0.000
I 8.07 -2.24 2.72 0.000
C 6.04 -2.03 2.25 -0.001
C 5.20 -3.12 2.36 0.000
C 3.86 -2.98 2.05 0.000
C 3.37 -1.75 1.63 0.013
C 4.22 -0.66 1.52 0.004
C 5.56 -0.79 1.84 0.000
C 1.90 -1.61 1.31 -0.014
O 1.11 -2.50 1.63 0.007
O 1.55 -0.51 0.74 0.060
H 5.59 -4.08 2.68 0.000
H 3.17 -3.81 2.14 0.000
H 3.82 0.29 1.20 0.003
H 6.23 0.06 1.77 0.000
C 1.08 -7.12 -4.90 0.000
C -0.27 -6.48 -4.71 0.000
C -1.41 -7.26 -4.87 0.000
C -2.67 -6.71 -4.68 0.000
C -2.79 -5.37 -4.37 0.000
C -1.66 -4.57 -4.22 0.000
N -1.87 -3.22 -3.88 0.000
C -1.20 -2.15 -4.41 0.000
C -0.77 -2.15 -5.74 -0.001
C -0.13 -1.05 -6.28 0.000
C 0.10 0.08 -5.51 0.000
C -0.30 0.09 -4.18 -0.001
C -0.94 -1.00 -3.63 -0.006
C -1.31 -1.02 -2.18 0.010
O -2.33 -1.55 -1.77 0.000
O -0.40 -0.52 -1.39 -0.008
C -0.38 -5.13 -4.35 0.001
C 0.86 -4.34 -4.04 0.000
H 0.98 -8.13 -5.30 0.000
H 1.62 -7.19 -3.95 0.000
H 1.71 -6.54 -5.58 0.000
H -1.31 -8.30 -5.14 0.000
H -3.56 -7.32 -4.78 0.000
H -3.77 -4.91 -4.24 0.000
H -2.36 -3.02 -3.01 0.000
H -0.95 -3.03 -6.35 0.000
H 0.19 -1.08 -7.31 0.000
H 0.59 0.95 -5.94 0.000
H -0.11 0.95 -3.56 0.002
H 1.26 -3.83 -4.92 0.000
H 1.64 -4.98 -3.64 0.000
H 0.65 -3.57 -3.29 0.000

---

no.,E_tot (eV)
1,-153579.3339
2,-35319.4794
3,-104529.1537
4,-131859.7786